Here is a structure of composition C3H6N2S from OMol25. Energies are from the ωB97M-V functional and the def2-TZVPD basis.

For the HOMO energy, the calculation gives -8.130 eV. The calculation puts the total energy at -17019.2317 eV. The spin multiplicity is 1. As for the LUMO energy: 0.72 eV. Its total charge is 0. Its HOMO-LUMO gap is 8.85 eV.

CARTESIAN COORDINATES (ANGSTROEM)
C (0.57, -0.78, 0.77)
C (-0.37, 0.62, -0.92)
C (-0.03, 1.53, -1.91)
H (-1.74, -1.45, 3.30)
H (1.23, -1.67, 1.01)
H (1.22, -0.67, -1.23)
H (-1.44, 0.45, -0.29)
H (1.32, 1.89, -2.25)
H (-0.63, 2.35, -2.65)
N (-0.34, -0.43, 1.63)
N (0.50, -0.31, -0.49)
S (-0.28, -1.53, 3.03)


Here is a cluster of 2 separate species, C3H6N2S in total from OMol25. Energies are from the ωB97M-V functional and the def2-TZVPD basis.

For the HOMO energy, the calculation gives -7.534 eV. The calculation puts the total energy at -17019.3862 eV. The spin multiplicity is 1. As for the LUMO energy: 0.51 eV. Its total charge is 0. Its HOMO-LUMO gap is 8.04 eV.

CARTESIAN COORDINATES (ANGSTROEM)
C (-1.07, 1.23, 0.29)
C (-1.77, 0.11, -0.47)
C (2.10, -0.75, 0.03)
N (-0.03, 0.88, 0.92)
N (0.31, -0.47, 0.86)
S (-0.79, -1.35, 0.01)
H (-1.36, 2.26, 0.21)
H (-2.68, -0.06, 0.03)
H (-1.84, 0.23, -1.65)
H (2.58, 0.07, 0.50)
H (2.25, -1.77, 0.21)
H (2.30, -0.38, -0.96)


Here is an isolated molecule of C3H6N2S from OMol25. Energies are from the ωB97M-V functional and the def2-TZVPD basis.

Its SMILES is [H]/N=C\N(S)C=C. For the HOMO energy, the calculation gives -8.906 eV. The calculation puts the total energy at -17022.1119 eV. The spin multiplicity is 1. As for the LUMO energy: 0.64 eV. Its total charge is 0. Its HOMO-LUMO gap is 9.54 eV.

CARTESIAN COORDINATES (ANGSTROEM)
C (0.60, 0.20, -0.56)
C (1.89, 0.50, -0.53)
C (-1.72, -0.21, 0.25)
H (0.70, -0.91, 2.22)
H (0.19, 0.01, -1.55)
H (2.49, 0.39, -1.42)
H (2.46, 0.80, 0.39)
H (-2.28, -0.30, 1.20)
H (-1.80, -0.41, -1.67)
N (-0.37, 0.09, 0.44)
N (-2.35, -0.46, -0.81)
S (0.19, 0.30, 2.03)


Here is the ion C3H6N2S with charge +2 from OMol25. Energies are from the ωB97M-V functional and the def2-TZVPD basis.

Its SMILES is C#[N+]C(=S)C[NH3+]. For the HOMO energy, the calculation gives -19.103 eV. The calculation puts the total energy at -17002.0176 eV. The spin multiplicity is 1. As for the LUMO energy: -11.22 eV. Its total charge is +2. Its HOMO-LUMO gap is 7.89 eV.

CARTESIAN COORDINATES (ANGSTROEM)
C (0.29, -2.54, -1.34)
C (-0.79, -0.41, -0.54)
C (0.47, 0.28, 0.20)
N (-0.37, -1.66, -0.94)
N (0.01, 1.48, 0.95)
S (-2.10, 0.51, -0.93)
H (0.95, -3.33, -1.54)
H (1.24, 0.77, -0.41)
H (0.95, -0.54, 0.77)
H (0.66, 2.27, 1.33)
H (-0.49, 1.20, 1.86)
H (-0.81, 1.96, 0.57)


Here is an isolated molecule of C3H6N2S2 from OMol25. Energies are from the ωB97M-V functional and the def2-TZVPD basis.

Its SMILES is [H]/N=C/N(S)C(C)=S. For the HOMO energy, the calculation gives -8.765 eV. The calculation puts the total energy at -27858.0281 eV. The spin multiplicity is 1. As for the LUMO energy: 0.05 eV. Its total charge is 0. Its HOMO-LUMO gap is 8.82 eV.

CARTESIAN COORDINATES (ANGSTROEM)
C (1.32, -1.07, -0.40)
C (0.59, 0.17, -0.88)
C (-0.88, -0.05, 1.05)
H (1.75, -0.94, 0.59)
H (2.13, -1.31, -1.08)
H (0.67, -1.92, -0.36)
H (-0.65, 2.28, -1.60)
H (-0.29, -0.94, 1.33)
H (-2.04, -0.17, 2.50)
N (-0.45, 0.60, -0.11)
N (-1.86, 0.40, 1.71)
S (1.11, 0.92, -2.25)
S (-1.41, 2.02, -0.50)


Here is an isolated molecule of C3H6N2S2 from OMol25. Energies are from the ωB97M-V functional and the def2-TZVPD basis.

Its SMILES is CNNC(=S)C=S. For the HOMO energy, the calculation gives -8.650 eV. The calculation puts the total energy at -27857.2118 eV. The spin multiplicity is 1. As for the LUMO energy: -1.54 eV. Its total charge is 0. Its HOMO-LUMO gap is 7.11 eV.

CARTESIAN COORDINATES (ANGSTROEM)
C (1.80, -1.12, 0.38)
C (-0.88, 1.06, -0.12)
C (-2.36, 0.90, -0.05)
H (1.70, -0.78, 1.42)
H (2.87, -1.19, 0.12)
H (1.32, -2.12, 0.26)
H (1.50, 0.67, -0.58)
H (-0.75, -0.94, -0.43)
H (-2.87, 1.86, -0.07)
N (1.13, -0.29, -0.65)
N (-0.21, -0.09, -0.35)
S (-0.09, 2.51, 0.06)
S (-3.18, -0.47, 0.01)


Here is the ion C3H6N3 with charge +1 from OMol25. Energies are from the ωB97M-V functional and the def2-TZVPD basis.

For the HOMO energy, the calculation gives -13.334 eV. The calculation puts the total energy at -7666.8277 eV. The spin multiplicity is 1. As for the LUMO energy: -5.32 eV. Its total charge is +1. Its HOMO-LUMO gap is 8.02 eV.

CARTESIAN COORDINATES (ANGSTROEM)
C (-0.89, 1.48, 1.37)
C (-0.05, 2.52, -0.52)
C (0.54, -1.08, -0.72)
N (-0.64, 2.36, 0.48)
N (-0.52, 0.21, 0.98)
N (0.02, 0.14, -0.20)
H (-1.49, 1.85, 2.17)
H (0.51, 2.80, -1.45)
H (0.65, -0.96, -1.78)
H (1.62, -1.31, -0.43)
H (-0.02, -2.00, -0.48)
H (-0.45, -0.52, 1.82)


Here is a structure of composition C3H6N3 from OMol25. Energies are from the ωB97M-V functional and the def2-TZVPD basis.

For the HOMO energy (alpha / beta), the calculation gives -13.861 / -13.862 eV. The calculation puts the total energy at -7667.2478 eV. The spin multiplicity is 1. As for the LUMO energy (alpha / beta): -4.92 / -4.92 eV. Its total charge is +1. Its HOMO-LUMO gap (alpha / beta) is 8.94 / 8.94 eV.

CARTESIAN COORDINATES (ANGSTROEM)
C (0.86, -0.44, -0.04)
C (0.35, -1.72, -0.06)
C (0.64, 2.09, 0.32)
N (0.70, 0.71, 0.12)
N (-1.50, -1.23, -0.30)
N (-1.86, -0.16, -0.35)
H (0.75, -2.33, -0.92)
H (0.34, -2.32, 0.81)
H (0.75, 2.65, -0.65)
H (-0.40, 2.41, 0.79)
H (1.42, 2.31, 0.95)
H (-2.05, -1.97, -0.67)


Here is a structure of composition C3H6N3 from OMol25. Energies are from the ωB97M-V functional and the def2-TZVPD basis.

For the HOMO energy, the calculation gives -14.920 eV. The calculation puts the total energy at -7669.3273 eV. The spin multiplicity is 1. As for the LUMO energy: -3.90 eV. Its total charge is +1. Its HOMO-LUMO gap is 11.02 eV.

CARTESIAN COORDINATES (ANGSTROEM)
C (0.32, -0.57, 2.39)
C (1.41, -0.14, -1.48)
C (-0.78, 0.13, -0.23)
N (-0.36, -0.22, 1.54)
N (0.05, 0.04, -1.05)
N (-1.96, 0.57, 0.05)
H (0.76, -1.06, 3.21)
H (2.07, 0.46, -0.83)
H (1.49, 0.26, -2.50)
H (1.67, -1.14, -1.45)
H (-2.32, 0.49, 0.99)
H (-2.36, 1.18, -0.64)


Here is the ion C3H6N3O with charge +1 from OMol25. Energies are from the ωB97M-V functional and the def2-TZVPD basis.

For the HOMO energy (alpha / beta), the calculation gives -13.500 / -15.528 eV. The calculation puts the total energy at -9712.0040 eV. The spin multiplicity is 3. As for the LUMO energy (alpha / beta): -5.50 / -7.32 eV. Its total charge is +1. Its HOMO-LUMO gap (alpha / beta) is 8.00 / 8.21 eV.

CARTESIAN COORDINATES (ANGSTROEM)
C (-0.61, 0.46, -0.36)
C (-0.66, 0.09, -1.75)
C (0.18, 0.46, 1.81)
N (1.15, -0.91, 0.24)
N (0.27, -0.04, 0.45)
N (-0.03, -0.75, -2.41)
O (0.54, -1.50, -3.13)
H (-1.26, 1.42, -0.19)
H (-1.60, 0.27, -2.19)
H (-0.25, -0.31, 2.61)
H (1.20, 0.70, 2.18)
H (-0.53, 1.31, 1.72)
H (1.60, -1.19, 1.02)


Here is a structure of composition C3H6N3P from OMol25. Energies are from the ωB97M-V functional and the def2-TZVPD basis.

For the HOMO energy, the calculation gives -7.798 eV. The calculation puts the total energy at -16964.5412 eV. The spin multiplicity is 1. As for the LUMO energy: 0.59 eV. Its total charge is 0. Its HOMO-LUMO gap is 8.38 eV.

CARTESIAN COORDINATES (ANGSTROEM)
C (1.62, 0.90, -0.33)
C (1.22, -0.36, -0.73)
C (1.15, 1.45, 0.84)
N (0.13, 0.90, 1.53)
N (-0.25, -0.27, 1.40)
N (-2.01, -1.07, -0.37)
P (0.21, -1.39, 0.22)
H (2.27, 1.55, -0.94)
H (1.26, -0.75, -1.80)
H (1.53, 2.31, 1.22)
H (-2.30, -0.85, 0.58)
H (-2.49, -1.96, -0.56)
H (-2.34, -0.46, -1.05)


Here is the ion C3H6N3S with charge +1 from OMol25. Energies are from the ωB97M-V functional and the def2-TZVPD basis.

For the HOMO energy (alpha / beta), the calculation gives -12.324 / -13.596 eV. The calculation puts the total energy at -18498.7404 eV. The spin multiplicity is 3. As for the LUMO energy (alpha / beta): -4.67 / -7.30 eV. Its total charge is +1. Its HOMO-LUMO gap (alpha / beta) is 7.65 / 6.30 eV.

CARTESIAN COORDINATES (ANGSTROEM)
C (-0.26, -1.35, 0.64)
C (1.19, 1.17, 0.27)
C (-1.02, 1.22, -0.83)
N (1.04, -1.27, 0.76)
N (1.68, 0.03, 0.77)
N (0.03, 1.73, -0.10)
S (1.65, 2.63, -0.46)
H (-0.53, -2.40, 0.53)
H (-0.73, 0.29, -1.29)
H (-1.17, 2.12, -1.56)
H (-1.89, 1.01, -0.27)
H (1.77, -1.99, 0.84)
H (2.76, -0.02, 0.55)


Here is an isolated molecule of C3H6N4 from OMol25. Energies are from the ωB97M-V functional and the def2-TZVPD basis.

For the HOMO energy, the calculation gives -8.537 eV. The calculation puts the total energy at -9163.5931 eV. The spin multiplicity is 1. As for the LUMO energy: 0.85 eV. Its total charge is 0. Its HOMO-LUMO gap is 9.39 eV.

CARTESIAN COORDINATES (ANGSTROEM)
C (1.33, -0.13, 0.39)
C (2.61, 0.25, -0.12)
C (-2.55, -0.05, -0.18)
N (0.61, -1.06, 0.84)
N (-0.29, 0.98, -0.31)
N (-0.70, -1.01, 0.71)
N (-1.09, 0.11, 0.09)
H (3.33, -0.37, 0.30)
H (2.46, 0.15, -1.12)
H (2.93, 1.31, 0.16)
H (-3.03, -0.89, 0.37)
H (-3.07, 0.95, 0.05)
H (-2.53, -0.26, -1.19)


Here is an isolated molecule of C3H6N4 from OMol25. Energies are from the ωB97M-V functional and the def2-TZVPD basis.

Its SMILES is N/N=C1/C=NNC1. For the HOMO energy, the calculation gives -8.361 eV. The calculation puts the total energy at -9165.3321 eV. The spin multiplicity is 1. As for the LUMO energy: 0.75 eV. Its total charge is 0. Its HOMO-LUMO gap is 9.12 eV.

CARTESIAN COORDINATES (ANGSTROEM)
C (0.17, 0.45, 0.23)
C (-0.81, -0.63, -0.26)
C (0.68, -0.10, 1.56)
H (1.30, 2.33, -1.98)
H (-0.19, 1.43, -1.97)
H (-0.32, -1.32, -1.08)
H (-1.73, -0.16, -0.57)
H (-1.18, -2.51, 0.94)
H (1.30, 0.39, 2.26)
N (0.78, 1.37, -1.79)
N (0.96, 1.34, -0.34)
N (-0.96, -1.50, 1.05)
N (0.00, -1.09, 1.95)


Here is an isolated molecule of C3H6N4 from OMol25. Energies are from the ωB97M-V functional and the def2-TZVPD basis.

Its SMILES is [H]/N=c1/cc[nH]n1N. For the HOMO energy, the calculation gives -8.650 eV. The calculation puts the total energy at -9165.4952 eV. The spin multiplicity is 1. As for the LUMO energy: 0.82 eV. Its total charge is 0. Its HOMO-LUMO gap is 9.47 eV.

CARTESIAN COORDINATES (ANGSTROEM)
C (-1.20, -1.06, -0.01)
C (0.01, -1.63, 0.14)
C (0.97, -0.55, -0.25)
H (-0.03, 2.53, -0.02)
H (0.05, 1.61, 1.18)
H (-2.04, 0.59, -0.90)
H (-2.11, -1.47, 0.20)
H (0.31, -2.57, 0.48)
H (2.62, 0.38, -0.22)
N (0.47, 1.74, 0.25)
N (0.03, 0.64, -0.51)
N (-1.33, 0.37, -0.18)
N (2.26, -0.59, -0.17)


Here is an isolated molecule of C3H6N4 from OMol25. Energies are from the ωB97M-V functional and the def2-TZVPD basis.

Its SMILES is C[C@]12CN1NN=N2. For the HOMO energy, the calculation gives -8.967 eV. The calculation puts the total energy at -9164.4218 eV. The spin multiplicity is 1. As for the LUMO energy: 1.08 eV. Its total charge is 0. Its HOMO-LUMO gap is 10.05 eV.

CARTESIAN COORDINATES (ANGSTROEM)
C (0.93, -0.78, 0.41)
C (-0.20, -0.10, -0.30)
C (-1.60, -0.79, -0.22)
N (0.25, 0.81, -1.36)
N (0.82, 1.82, -0.89)
N (1.16, 1.63, 0.35)
N (0.32, 0.40, 0.99)
H (0.74, -1.83, 0.91)
H (1.86, -0.55, -0.11)
H (-1.54, -1.69, -0.93)
H (-2.42, -0.16, -0.59)
H (-1.79, -1.14, 0.80)
H (1.45, 2.38, 0.95)


Here is an isolated molecule of C3H6N4 from OMol25. Energies are from the ωB97M-V functional and the def2-TZVPD basis.

Its SMILES is Cn1cnnc1N. For the HOMO energy, the calculation gives -9.358 eV. The calculation puts the total energy at -9167.3539 eV. The spin multiplicity is 1. As for the LUMO energy: 0.71 eV. Its total charge is 0. Its HOMO-LUMO gap is 10.07 eV.

CARTESIAN COORDINATES (ANGSTROEM)
C (2.02, 0.64, -0.10)
C (0.45, -1.37, 0.07)
C (-0.58, 0.47, 0.05)
H (2.65, -0.21, -0.65)
H (2.04, 1.63, -0.71)
H (2.58, 0.75, 0.84)
H (1.36, -2.00, -0.01)
H (-0.93, 2.26, 0.82)
H (-1.97, 1.68, -0.14)
N (0.72, 0.01, 0.17)
N (-0.72, -1.70, -0.02)
N (-1.45, -0.47, -0.11)
N (-0.98, 1.79, -0.09)


Here is an isolated molecule of C3H6N4 from OMol25. Energies are from the ωB97M-V functional and the def2-TZVPD basis.

Its SMILES is [H]/N=C\C(N)=N/N=C. For the HOMO energy, the calculation gives -9.065 eV. The calculation puts the total energy at -9166.5283 eV. The spin multiplicity is 1. As for the LUMO energy: 0.82 eV. Its total charge is 0. Its HOMO-LUMO gap is 9.88 eV.

CARTESIAN COORDINATES (ANGSTROEM)
N (-0.80, 0.71, -1.76)
C (-0.41, -0.01, -0.66)
N (0.61, -0.83, -0.71)
H (-1.77, 1.01, -1.76)
H (-0.49, 0.31, -2.63)
C (-1.17, 0.21, 0.63)
C (1.95, -1.02, 1.04)
N (0.87, -1.48, 0.49)
N (-1.27, 1.39, 1.14)
H (-0.73, 2.05, 0.56)
H (-1.64, -0.69, 1.07)
H (2.55, -0.21, 0.60)
H (2.29, -1.44, 2.00)


Here is an isolated molecule of C3H6N4 from OMol25. Energies are from the ωB97M-V functional and the def2-TZVPD basis.

Its SMILES is [H]/N=C\N(/C=N\[H])/C=N\[H]. For the HOMO energy, the calculation gives -9.863 eV. The calculation puts the total energy at -9165.8374 eV. The spin multiplicity is 1. As for the LUMO energy: 0.59 eV. Its total charge is 0. Its HOMO-LUMO gap is 10.45 eV.

CARTESIAN COORDINATES (ANGSTROEM)
C (-0.67, -1.22, -0.12)
C (-0.31, 1.13, 0.16)
C (1.65, -0.51, 0.06)
H (-2.44, -0.36, 0.40)
H (-0.08, -2.27, -0.24)
H (0.42, 1.80, 0.74)
H (-2.13, 1.18, -0.68)
H (1.70, -1.60, 0.57)
H (2.32, 1.19, -0.52)
N (-1.95, -1.24, 0.04)
N (0.22, -0.08, -0.28)
N (-1.43, 1.76, -0.07)
N (2.69, 0.20, -0.06)


It is found that the maximum force values, taken in the order of the records, are 0.1008; 0.0812; 0.0361; 0.1035; 0.0170; 0.0438; 0.0811; 0.0690; 0.0598; 0.1139; 0.0617; 0.0723; 0.1048; 0.0884; 0.0784; 0.0656; 0.1223; 0.0428; 0.0736 Eh/bohr.
It is found that the energy relative to the best compared isomer or geometry (same formula, charge and spin) values, taken in the order of the records, are 464.0; 449.1; 186.1; 118.3; 103.1; 181.9; 438.9; 398.3; 197.7; 248.9; 271.8; 375.6; 507.8; 340.0; 324.3; 427.8; 144.9; 224.6; 291.3 kJ/mol.